No. 1
C11H11F6N5O4PbS4 | the ωB97M-V functional and the def2-TZVPD basis

Values from the calculation:
HOMO (alpha / beta)	-15.88 / -15.78	eV
charge	+2

```
42
C11H11F6N5O4PbS4 the ωB97M-V functional and the def2-TZVPD basis
Pb 0.166 0.937 -0.418
F -2.714 -2.083 -2.639
C -3.280 -1.000 -2.100
F -2.644 0.061 -2.625
F -4.541 -0.945 -2.439
S -2.928 -0.999 -0.239
O -1.469 -0.769 -0.258
O -3.296 -2.260 0.265
N -3.780 0.203 0.264
S -3.299 1.674 0.596
O -3.527 2.067 1.928
O -1.954 1.909 0.066
C -4.392 2.686 -0.582
F -4.127 3.965 -0.439
F -4.059 2.306 -1.812
F -5.663 2.446 -0.381
S 0.627 0.111 2.191
C 2.312 0.036 1.811
C 3.316 -0.079 2.789
C 4.643 -0.095 2.381
C 4.923 -0.065 1.020
C 3.855 0.032 0.112
N 2.600 0.113 0.497
H 3.046 -0.131 3.832
H 5.441 -0.133 3.107
H 5.940 -0.109 0.661
H 4.033 0.052 -0.953
C 0.736 1.627 -6.256
C -0.485 0.818 -5.818
C -0.180 -0.020 -4.649
N 0.158 0.467 -3.490
N 0.353 -0.427 -2.547
C 0.178 -1.682 -2.955
N 0.313 -2.753 -2.191
S -0.264 -1.762 -4.646
H 0.453 2.298 -7.061
H 1.524 0.958 -6.604
H 1.129 2.219 -5.430
H -0.883 0.219 -6.639
H -1.260 1.540 -5.529
H 0.406 -2.665 -1.190
H 0.128 -3.666 -2.581
```

In elementary charge units, the natural (NBO) charges are: atom 1 (Pb): 1.45, atom 2 (F): -0.33, atom 3 (C): 0.73, atom 4 (F): -0.34, atom 5 (F): -0.27, atom 6 (S): 2.28, atom 7 (O): -1.08, atom 8 (O): -0.85, atom 9 (N): -1.21, atom 10 (S): 2.25, atom 11 (O): -0.84, atom 12 (O): -1.05, atom 13 (C): 0.78, atom 14 (F): -0.28, atom 15 (F): -0.32, atom 16 (F): -0.27, atom 17 (S): 0.21, atom 18 (C): -0.04, atom 19 (C): -0.15, atom 20 (C): -0.15, atom 21 (C): -0.15, atom 22 (C): 0.07, atom 23 (N): -0.51, atom 24 (H): 0.26, atom 25 (H): 0.26, atom 26 (H): 0.26, atom 27 (H): 0.22, atom 28 (C): -0.59, atom 29 (C): -0.50, atom 30 (C): 0.23, atom 31 (N): -0.19, atom 32 (N): -0.29, atom 33 (C): 0.28, atom 34 (N): -0.58, atom 35 (S): 0.53, atom 36 (H): 0.26, atom 37 (H): 0.22, atom 38 (H): 0.23, atom 39 (H): 0.26, atom 40 (H): 0.29, atom 41 (H): 0.45, atom 42 (H): 0.45

=====

No. 2
C11H11I | the ωB97M-V functional and the def2-TZVPD basis

Values from the calculation:
structure (SMILES)	C1=Cc2ccccc2C1.C=CI
HOMO	-8.13	eV
ΔE to the lowest compared entry with this formula, charge and spin	30.11	kcal/mol

```
23
C11H11I the ωB97M-V functional and the def2-TZVPD basis
C 1.229 1.107 1.682
C 0.591 0.044 2.154
C 0.405 -0.872 1.072
C -0.263 -2.080 1.067
C -0.411 -2.645 -0.176
C -0.017 -2.029 -1.352
C 0.869 -0.931 -1.346
C 1.065 -0.380 -0.113
C 1.670 0.926 0.254
H 1.473 2.006 2.098
H 0.153 -0.183 3.059
H -0.694 -2.671 1.850
H -0.969 -3.524 -0.116
H -0.228 -2.574 -2.212
H 1.306 -0.428 -2.153
H 2.680 0.887 0.205
H 1.107 1.794 -0.216
C -1.389 2.578 -0.968
C -1.796 1.332 -1.087
I -3.035 0.484 0.338
H -1.405 3.310 -0.213
H -0.781 3.147 -1.812
H -1.560 0.702 -2.015
```

In elementary charge units, the natural (NBO) charges are: atom 1 (C): -0.13, atom 2 (C): -0.22, atom 3 (C): -0.04, atom 4 (C): -0.22, atom 5 (C): -0.20, atom 6 (C): -0.23, atom 7 (C): -0.20, atom 8 (C): -0.01, atom 9 (C): -0.48, atom 10 (H): 0.20, atom 11 (H): 0.21, atom 12 (H): 0.22, atom 13 (H): 0.20, atom 14 (H): 0.21, atom 15 (H): 0.21, atom 16 (H): 0.24, atom 17 (H): 0.24, atom 18 (C): -0.43, atom 19 (C): -0.38, atom 20 (I): 0.15, atom 21 (H): 0.21, atom 22 (H): 0.20, atom 23 (H): 0.24

=====

No. 3
C11H11IN5O3STc | the ωB97M-V functional and the def2-TZVPD basis

Values from the calculation:
⟨S²⟩	0.775
HOMO (alpha / beta)	-18.40 / -18.16	eV
charge	+3
ΔE to the lowest compared entry with this formula, charge and spin	17.33	kcal/mol
multiplicity	2

```
33
C11H11IN5O3STc the ωB97M-V functional and the def2-TZVPD basis
Tc 0.543 0.253 -0.271
N -1.344 8.147 -0.340
C -1.115 6.874 -0.595
C -1.245 6.376 -1.934
C -0.994 5.053 -2.195
C -0.617 4.215 -1.139
C -0.484 4.670 0.183
C -0.730 5.984 0.464
S -0.262 2.522 -1.550
O -0.389 2.334 -2.946
O 1.086 2.152 -0.948
N -1.113 1.491 -0.633
C -1.838 0.468 -1.285
N -2.930 0.576 -1.971
C -3.409 -0.560 -2.490
C -2.771 -1.793 -2.317
C -1.591 -1.815 -1.605
N -1.135 -0.665 -1.079
H -1.614 8.799 -1.071
H -1.257 8.531 0.596
H -1.534 7.050 -2.731
H -1.079 4.665 -3.201
H -0.184 3.994 0.973
H -0.631 6.366 1.473
H -4.325 -0.476 -3.063
H -3.182 -2.702 -2.735
H -1.020 -2.719 -1.435
O 2.937 -1.330 -0.852
N 2.045 -0.750 -0.537
I 0.154 -1.611 1.818
C 0.538 0.436 1.762
H 1.465 0.749 2.241
H -0.317 1.022 2.092
```

In elementary charge units, the Löwdin charges are: atom 1 (Tc): 1.28, atom 2 (N): 0.20, atom 3 (C): -0.22, atom 4 (C): 0.13, atom 5 (C): 0.07, atom 6 (C): -0.24, atom 7 (C): 0.06, atom 8 (C): 0.12, atom 9 (S): 0.69, atom 10 (O): -0.20, atom 11 (O): -0.39, atom 12 (N): -0.20, atom 13 (C): -0.47, atom 14 (N): 0.20, atom 15 (C): 0.01, atom 16 (C): 0.04, atom 17 (C): -0.04, atom 18 (N): -0.06, atom 19 (H): 0.16, atom 20 (H): 0.15, atom 21 (H): 0.16, atom 22 (H): 0.16, atom 23 (H): 0.15, atom 24 (H): 0.16, atom 25 (H): 0.15, atom 26 (H): 0.14, atom 27 (H): 0.14, atom 28 (O): 0.27, atom 29 (N): -0.18, atom 30 (I): 1.20, atom 31 (C): -0.68, atom 32 (H): 0.03, atom 33 (H): 0.01

=====

No. 4
C11H11IN5O3STc | the ωB97M-V functional and the def2-TZVPD basis

Values from the calculation:
⟨S²⟩	3.893
HOMO (alpha / beta)	-18.99 / -19.18	eV
charge	+3
multiplicity	4

```
33
C11H11IN5O3STc the ωB97M-V functional and the def2-TZVPD basis
Tc 0.763 0.660 -2.352
N -4.315 -0.219 3.924
C -3.467 -0.315 2.921
C -3.052 -1.609 2.464
C -2.180 -1.703 1.413
C -1.718 -0.523 0.816
C -2.102 0.763 1.240
C -2.968 0.876 2.287
S -0.634 -0.736 -0.557
O -0.456 -2.122 -0.811
O -1.167 0.102 -1.700
N 0.750 0.095 -0.357
C 2.061 -0.423 -0.456
N 2.636 -1.203 0.400
C 3.917 -1.505 0.136
C 4.602 -1.011 -0.977
C 3.907 -0.225 -1.862
N 2.615 0.071 -1.608
H -4.689 -1.042 4.389
H -4.637 0.680 4.272
H -3.435 -2.500 2.946
H -1.861 -2.669 1.043
H -1.734 1.649 0.742
H -3.291 1.847 2.640
H 4.411 -2.155 0.848
H 5.641 -1.251 -1.149
H 4.348 0.162 -2.771
O 0.821 0.872 -5.245
N 0.800 0.821 -4.120
I 2.568 3.661 -2.919
C 0.891 2.770 -2.062
H 0.028 3.229 -2.545
H 0.949 2.952 -0.992
```

In elementary charge units, the natural (NBO) charges are: atom 1 (Tc): 1.03, atom 2 (N): -0.50, atom 3 (C): 0.24, atom 4 (C): -0.12, atom 5 (C): -0.16, atom 6 (C): -0.23, atom 7 (C): -0.17, atom 8 (C): -0.13, atom 9 (S): 2.25, atom 10 (O): -0.83, atom 11 (O): -0.87, atom 12 (N): -0.91, atom 13 (C): 0.56, atom 14 (N): -0.40, atom 15 (C): 0.18, atom 16 (C): -0.27, atom 17 (C): 0.13, atom 18 (N): -0.52, atom 19 (H): 0.45, atom 20 (H): 0.45, atom 21 (H): 0.27, atom 22 (H): 0.29, atom 23 (H): 0.26, atom 24 (H): 0.26, atom 25 (H): 0.26, atom 26 (H): 0.29, atom 27 (H): 0.25, atom 28 (O): -0.04, atom 29 (N): 0.30, atom 30 (I): 0.91, atom 31 (C): -0.77, atom 32 (H): 0.28, atom 33 (H): 0.26

=====

No. 5
C11H11N | the ωB97M-V functional and the def2-TZVPD basis

Values from the calculation:
structure (SMILES)	c1ccccc1.c1ccncc1
HOMO	-8.18	eV
ΔE to the lowest compared entry with this formula, charge and spin	142.87	kcal/mol

```
23
C11H11N the ωB97M-V functional and the def2-TZVPD basis
C 1.204 0.127 1.405
C 2.331 -0.643 1.536
C 3.285 -0.602 0.556
C 2.932 0.083 -0.681
C 1.742 0.786 -0.737
C 0.917 0.880 0.340
H 0.700 0.257 2.438
H 2.283 -1.252 2.398
H 4.392 -0.927 0.610
H 3.938 0.383 -1.139
H 1.641 1.376 -1.482
H 0.036 1.529 0.291
C -3.323 -0.013 0.031
C -2.144 -0.203 0.802
C -0.983 -0.385 0.175
N -0.827 -0.493 -1.143
C -1.974 -0.360 -1.972
C -3.260 0.120 -1.434
H -4.334 -0.044 0.465
H -2.681 -0.219 1.921
H -0.039 -0.616 0.754
H -1.748 -0.334 -3.060
H -4.091 0.551 -2.073
```

In elementary charge units, the natural (NBO) charges are: atom 1 (C): -0.27, atom 2 (C): -0.24, atom 3 (C): -0.20, atom 4 (C): -0.22, atom 5 (C): -0.18, atom 6 (C): -0.18, atom 7 (H): 0.22, atom 8 (H): 0.21, atom 9 (H): 0.22, atom 10 (H): 0.22, atom 11 (H): 0.20, atom 12 (H): 0.23, atom 13 (C): -0.16, atom 14 (C): -0.28, atom 15 (C): -0.02, atom 16 (N): -0.43, atom 17 (C): 0.03, atom 18 (C): -0.28, atom 19 (H): 0.21, atom 20 (H): 0.24, atom 21 (H): 0.25, atom 22 (H): 0.20, atom 23 (H): 0.23

=====

No. 6
C11H11N | the ωB97M-V functional and the def2-TZVPD basis

Values from the calculation:
structure (SMILES)	c1ccccc1.c1ccncc1
HOMO	-9.09	eV
ΔE to the lowest compared entry with this formula, charge and spin	54.57	kcal/mol

```
23
C11H11N the ωB97M-V functional and the def2-TZVPD basis
C -0.023 -2.049 2.689
C 0.128 -0.921 1.930
C -0.932 -0.317 1.291
C -2.204 -0.861 1.364
C -2.414 -1.994 2.181
C -1.329 -2.562 2.827
H 0.836 -2.561 3.175
H 1.141 -0.443 1.937
H -0.863 0.540 0.657
H -3.089 -0.366 0.894
H -3.375 -2.482 2.249
H -1.434 -3.488 3.377
C 1.279 1.626 -3.445
C 0.126 1.921 -2.719
C 0.047 1.951 -1.284
N 1.054 1.309 -0.612
C 2.224 1.040 -1.292
C 2.380 1.205 -2.622
H 1.321 1.745 -4.563
H -0.471 2.591 -3.263
H -0.796 2.400 -0.823
H 3.058 0.360 -0.766
H 3.337 1.356 -3.183
```

In elementary charge units, the natural (NBO) charges are: atom 1 (C): -0.22, atom 2 (C): -0.20, atom 3 (C): -0.22, atom 4 (C): -0.21, atom 5 (C): -0.22, atom 6 (C): -0.21, atom 7 (H): 0.22, atom 8 (H): 0.22, atom 9 (H): 0.22, atom 10 (H): 0.21, atom 11 (H): 0.21, atom 12 (H): 0.21, atom 13 (C): -0.16, atom 14 (C): -0.27, atom 15 (C): 0.03, atom 16 (N): -0.42, atom 17 (C): 0.01, atom 18 (C): -0.26, atom 19 (H): 0.23, atom 20 (H): 0.21, atom 21 (H): 0.20, atom 22 (H): 0.21, atom 23 (H): 0.22

=====

No. 7
C11H11N3O | the ωB97M-V functional and the def2-TZVPD basis

Values from the calculation:
structure (SMILES)	Cn1ccnc1[C@@H](N=O)c1ccccc1
HOMO	-8.69	eV
ΔE to the lowest compared entry with this formula, charge and spin	76.31	kcal/mol

```
26
C11H11N3O the ωB97M-V functional and the def2-TZVPD basis
C 0.087 -1.294 -1.890
N 0.275 0.096 -2.098
C -0.137 0.754 -3.223
C 0.263 2.061 -3.016
N 0.759 2.248 -1.787
C 0.669 1.059 -1.184
C 1.130 0.883 0.197
N 1.138 2.139 0.923
O 2.184 2.348 1.504
C 0.199 0.047 1.145
C 0.707 -0.540 2.308
C -0.055 -1.354 3.118
C -1.389 -1.541 2.750
C -1.955 -0.927 1.640
C -1.168 -0.051 0.871
H 1.103 -1.600 -1.973
H -0.302 -1.581 -1.000
H -0.558 -1.789 -2.653
H -0.519 0.216 -4.072
H -0.173 2.986 -3.377
H 2.216 0.580 0.315
H 1.744 -0.541 2.657
H 0.531 -1.563 3.972
H -2.087 -1.919 3.465
H -3.024 -1.043 1.413
H -1.636 0.328 -0.004
```

In elementary charge units, the natural (NBO) charges are: atom 1 (C): -0.40, atom 2 (N): -0.32, atom 3 (C): -0.10, atom 4 (C): -0.10, atom 5 (N): -0.43, atom 6 (C): 0.30, atom 7 (C): -0.21, atom 8 (N): 0.19, atom 9 (O): -0.29, atom 10 (C): -0.03, atom 11 (C): -0.19, atom 12 (C): -0.21, atom 13 (C): -0.20, atom 14 (C): -0.21, atom 15 (C): -0.20, atom 16 (H): 0.21, atom 17 (H): 0.22, atom 18 (H): 0.22, atom 19 (H): 0.22, atom 20 (H): 0.21, atom 21 (H): 0.23, atom 22 (H): 0.22, atom 23 (H): 0.23, atom 24 (H): 0.21, atom 25 (H): 0.22, atom 26 (H): 0.22

=====

No. 8
C11H11NO2 | the ωB97M-V functional and the def2-TZVPD basis

Values from the calculation:
⟨S²⟩	2.048
HOMO (alpha / beta)	-5.19 / -9.04	eV
ΔE to the lowest compared entry with this formula, charge and spin	41.65	kcal/mol
multiplicity	3

```
25
C11H11NO2 the ωB97M-V functional and the def2-TZVPD basis
C -1.082 2.310 -0.214
C 3.207 0.482 -0.264
C 2.974 -0.800 0.213
C 2.171 1.314 -0.675
C 1.688 -1.320 0.314
C 0.900 0.793 -0.578
C 0.668 -0.487 -0.088
C -0.510 1.217 -0.893
C -0.842 -0.507 -0.172
C -1.032 0.036 2.128
C -2.747 -1.362 -1.258
N -1.588 3.164 0.364
O -1.605 -0.514 0.961
O -1.332 -1.328 -1.137
H 4.224 0.841 -0.318
H 3.814 -1.406 0.518
H 2.363 2.310 -1.046
H 1.514 -2.317 0.690
H -0.771 1.183 -1.948
H -0.133 -0.511 2.427
H -1.796 -0.056 2.896
H -0.783 1.090 1.985
H -3.194 -1.892 -0.418
H -2.952 -1.888 -2.186
H -3.154 -0.350 -1.301
```

In elementary charge units, the natural (NBO) charges are: atom 1 (C): 0.27, atom 2 (C): -0.23, atom 3 (C): -0.14, atom 4 (C): -0.24, atom 5 (C): -0.20, atom 6 (C): 0.17, atom 7 (C): -0.16, atom 8 (C): -0.49, atom 9 (C): 0.68, atom 10 (C): -0.26, atom 11 (C): -0.26, atom 12 (N): -0.34, atom 13 (O): -0.52, atom 14 (O): -0.51, atom 15 (H): 0.22, atom 16 (H): 0.21, atom 17 (H): 0.21, atom 18 (H): 0.21, atom 19 (H): 0.25, atom 20 (H): 0.18, atom 21 (H): 0.20, atom 22 (H): 0.20, atom 23 (H): 0.19, atom 24 (H): 0.20, atom 25 (H): 0.18